1.
Computed, not measured: 2 unconnected molecules or ions with the total composition C4H12, with the ωB97M-V functional and the def2-TZVPD basis.

```
16
C4H12 the ωB97M-V functional and the def2-TZVPD basis
C -0.54454 -1.97861 0.87251
C 0.05096 -2.05162 2.28323
H -0.11847 -2.72805 0.21423
H -1.62037 -2.13408 0.89653
H -0.40795 -0.99683 0.42013
H -0.55877 -2.72500 2.89980
H 0.05629 -1.09089 2.79590
H 1.04427 -2.49335 2.28859
C 0.89331 2.42473 -1.49686
C -0.38416 1.60838 -1.67833
H 0.73742 3.49417 -1.36141
H 1.45327 2.10963 -0.61277
H 1.60216 2.30603 -2.31390
H -0.38752 0.66794 -1.14172
H -0.58355 1.37317 -2.72857
H -1.23235 2.21440 -1.33736
```

Output
Orbital gap: 0.4706 hartree
Net charge: 0
Molecular weight: 60.1 g/mol
E_HOMO: -11.70 eV
SMILES: CC.CC
Spin multiplicity: 1

***

2.
Computed, not measured: 2 unconnected molecules or ions with the total composition C4H12, with the ωB97M-V functional and the def2-TZVPD basis.

```
16
C4H12 the ωB97M-V functional and the def2-TZVPD basis
C -1.64475 0.74967 -0.93349
C -1.72847 -0.01842 -2.26381
H -0.84642 1.49119 -0.99845
H -2.62266 1.16517 -0.68403
H -1.30019 0.11476 -0.11911
H -2.71455 -0.45895 -2.38838
H -1.38230 0.56141 -3.11363
H -1.01872 -0.85952 -2.25271
C 0.90159 -0.38348 1.52531
C 2.41235 -0.31081 1.64498
H 0.37833 0.57180 1.59121
H 0.66184 -0.81065 0.55497
H 0.47106 -0.99420 2.32348
H 2.86524 -1.20924 2.07238
H 2.68160 0.48064 2.34743
H 2.88605 -0.08936 0.69385
```

Output
Orbital gap: 0.4665 hartree
Net charge: 0
Molecular weight: 60.1 g/mol
E_HOMO: -11.57 eV
SMILES: CC.CC
Spin multiplicity: 1

***

Bottom line: 1, by a margin of 0.0019 hartree.

***

1.
Computed, not measured: 2 unconnected molecules or ions with the total composition C4H12, with the ωB97M-V functional and the def2-TZVPD basis.

```
16
C4H12 the ωB97M-V functional and the def2-TZVPD basis
C 1.16346 -0.85566 -0.03889
C 2.31071 -0.65483 0.95456
H 1.50119 -0.86413 -1.07043
H 0.72618 -1.82854 0.18807
H 0.47164 -0.06112 0.19052
H 2.91694 -1.54287 1.14627
H 2.02948 -0.26448 1.93620
H 3.02500 0.11488 0.64755
C -2.06830 0.07265 -0.41177
C -1.39563 1.43664 -0.55082
H -2.47315 -0.19850 -1.38546
H -1.37082 -0.70608 -0.12424
H -2.82224 0.15630 0.36683
H -1.04134 1.88678 0.38464
H -2.20914 2.12949 -0.78688
H -0.58057 1.58741 -1.24811
```

Output
Orbital gap: 0.4660 hartree
Net charge: 0
Molecular weight: 60.1 g/mol
E_HOMO: -11.52 eV
SMILES: CC.CC
Spin multiplicity: 1

***

2.
Computed, not measured: 2 unconnected molecules or ions with the total composition C4H12, with the ωB97M-V functional and the def2-TZVPD basis.

```
16
C4H12 the ωB97M-V functional and the def2-TZVPD basis
C -0.07877 -1.66312 0.21725
C -0.85561 -2.32753 1.32264
H 0.54206 -1.02043 0.77048
H 0.50106 -2.19991 -0.44591
H -0.82656 -1.05506 -0.36152
H -0.15077 -3.06850 1.88178
H -1.40640 -1.58319 2.03555
H -1.63648 -2.95478 0.83498
C 0.24315 1.28024 -0.65332
C 0.71439 2.65362 -0.92852
H -0.85353 1.50484 -0.40347
H 0.43954 0.60944 -1.42198
H 0.70422 0.99257 0.30810
H 1.48863 2.65802 -1.58941
H 1.17601 3.14115 0.07155
H -0.11668 3.31659 -1.42837
```

Output
Orbital gap: 0.4489 hartree
Net charge: 0
Molecular weight: 60.1 g/mol
E_HOMO: -11.16 eV
SMILES: CC.CC
Spin multiplicity: 1

***

Bottom line: 1, by a margin of 0.0408 hartree.

***

1.
Computed, not measured: 2 unconnected molecules or ions with the total composition C4H12, with the ωB97M-V functional and the def2-TZVPD basis.

```
16
C4H12 the ωB97M-V functional and the def2-TZVPD basis
C -0.59664 2.11646 1.35413
C -0.83943 0.66071 1.73221
H 0.02649 2.64541 2.07137
H -0.08755 2.16390 0.39035
H -1.51558 2.67509 1.20291
H -1.54391 0.22751 1.02738
H -1.27005 0.63812 2.73211
H 0.09292 0.10631 1.73660
C 0.24762 -1.45109 -0.91321
C 1.16059 -1.33291 -2.12884
H 0.56248 -0.77943 -0.11956
H -0.80186 -1.41399 -1.19804
H 0.37304 -2.41143 -0.40224
H 0.63557 -1.52851 -3.07079
H 2.01641 -1.99740 -2.13511
H 1.53989 -0.31875 -2.27928
```

Output
Orbital gap: 0.4657 hartree
Net charge: 0
Molecular weight: 60.1 g/mol
E_HOMO: -11.53 eV
SMILES: CC.CC
Spin multiplicity: 1

***

2.
Computed, not measured: 2 unconnected molecules or ions with the total composition C4H12, with the ωB97M-V functional and the def2-TZVPD basis.

```
16
C4H12 the ωB97M-V functional and the def2-TZVPD basis
C 1.20389 2.01073 -1.35847
C 0.77579 0.60286 -1.78472
H 0.52686 2.40311 -0.62490
H 2.13572 1.96130 -0.66002
H 1.59823 2.74648 -2.00796
H 1.59935 -0.01721 -2.08289
H 0.26219 0.77691 -2.71656
H 0.04831 0.22668 -1.14782
C -1.51406 -1.06866 1.06521
C -0.52622 -1.65813 2.08050
H -1.13288 -0.82705 0.08840
H -2.37587 -1.65671 0.86698
H -1.94634 -0.12892 1.39766
H -0.84710 -2.37861 2.78520
H -0.07773 -0.79401 2.73083
H 0.26985 -2.19875 1.36855
```

Output
Orbital gap: 0.4496 hartree
Net charge: 0
Molecular weight: 60.1 g/mol
E_HOMO: -11.12 eV
SMILES: CC.CC
Spin multiplicity: 1

***

Bottom line: 1, by a margin of 0.0346 hartree.